Record 1
This record from the OMol25 dataset describes a cluster of 5 separate species, C30H32O16PS in total. The level of theory is ωB97M-V/def2-TZVPD.

Element x y z (Å)
C1 -1.557 -3.962 -0.067
C2 -0.280 -4.574 0.544
C3 0.107 -5.880 -0.142
C4 0.859 -3.557 0.408
S1 2.139 -3.766 1.679
P1 3.455 -2.020 1.802
C5 3.248 -1.220 0.167
C6 2.332 -1.041 2.867
H1 -2.278 -3.673 0.693
H2 -2.047 -4.685 -0.715
H3 -1.329 -3.095 -0.688
H4 -0.445 -4.766 1.605
H5 1.012 -6.326 0.276
H6 -0.693 -6.609 -0.032
H7 0.252 -5.710 -1.209
H8 0.514 -2.535 0.571
H9 1.326 -3.611 -0.574
H10 2.984 -4.632 1.102
H11 4.190 -1.276 -0.373
H12 2.457 -1.636 -0.451
H13 3.008 -0.173 0.350
H14 2.593 0.002 2.689
H15 2.535 -1.283 3.906
H16 1.272 -1.171 2.655
C7 -4.710 -4.566 3.348
C8 -5.435 -4.764 4.462
C9 -6.850 -4.234 4.615
O1 -7.402 -4.487 5.668
C10 -7.433 -3.482 3.527
C11 -6.706 -3.286 2.417
C12 -5.298 -3.822 2.262
O2 -4.738 -3.582 1.203
O3 -7.138 -2.615 1.362
O4 -5.004 -5.426 5.515
H17 -3.706 -4.949 3.232
H18 -8.438 -3.102 3.642
H19 -6.416 -2.637 0.704
H20 -5.741 -5.419 6.163
C13 5.781 2.321 -1.936
C14 5.683 3.638 -1.670
C15 5.613 4.180 -0.253
O5 5.540 5.384 -0.137
C16 5.634 3.240 0.855
C17 5.736 1.936 0.580
C18 5.814 1.399 -0.835
O6 5.875 0.181 -0.937
O7 5.761 0.972 1.497
O8 5.610 4.568 -2.593
H21 5.831 1.928 -2.943
H22 5.579 3.630 1.861
H23 5.926 0.149 0.992
H24 5.525 5.426 -2.126
C19 0.535 5.614 -2.728
C20 -0.520 5.409 -3.531
C21 -0.496 4.401 -4.665
O9 -1.538 4.272 -5.283
C22 0.725 3.680 -4.937
C23 1.774 3.875 -4.129
C24 1.725 4.828 -2.952
O10 2.722 4.857 -2.248
O11 2.940 3.260 -4.256
O12 -1.680 6.029 -3.404
H25 0.520 6.313 -1.905
H26 0.741 2.988 -5.767
H27 3.516 3.633 -3.556
H28 -2.251 5.691 -4.125
C25 -1.961 1.139 0.804
C26 -1.020 1.214 -0.142
C27 -1.095 2.195 -1.290
O13 -0.156 2.165 -2.073
C28 -2.219 3.086 -1.379
C29 -3.169 3.030 -0.431
C30 -3.095 2.045 0.724
O14 -4.004 2.076 1.528
O15 -4.232 3.803 -0.406
O16 0.079 0.462 -0.194
H29 -1.920 0.441 1.628
H30 -2.259 3.778 -2.206
H31 -4.748 3.556 0.388
H32 0.543 0.776 -1.003

Computed properties:
spin multiplicity	1
DFT total energy	-84504.812	eV
strongest force on any atom	0.343	eV/Å
net charge	+1
HOMO energy	-0.416	Eh
orbital gap	7.64	eV



Record 2
This record from the OMol25 dataset describes a structure of composition C30H33BrF3N4SbTl at a distorted geometry. The level of theory is ωB97M-V/def2-TZVPD.

Element x y z (Å)
Tl1 -20.809 -8.482 6.673
C1 -21.544 -11.743 6.142
C2 -20.908 -11.545 7.598
N1 -21.377 -10.378 8.386
C3 -22.821 -10.326 8.744
C4 -23.593 -8.993 8.351
N2 -23.485 -8.620 6.967
C5 -24.054 -9.610 6.005
C6 -23.095 -10.147 4.937
N3 -21.714 -10.468 5.380
H1 -20.877 -12.389 5.596
H2 -22.503 -12.212 6.259
H3 -21.054 -12.511 8.143
H4 -19.830 -11.481 7.454
H5 -20.760 -10.247 9.190
H6 -23.292 -11.170 8.256
H7 -22.945 -10.454 9.832
H8 -24.643 -9.185 8.648
H9 -23.233 -8.203 9.000
H10 -23.897 -7.726 6.745
H11 -24.532 -10.485 6.470
H12 -24.885 -9.160 5.447
H13 -23.574 -10.982 4.381
H14 -23.074 -9.502 4.095
H15 -21.090 -10.489 4.564
C7 -15.269 -13.705 4.070
C8 -16.228 -12.557 3.977
C9 -15.897 -11.558 3.078
C10 -16.815 -10.542 2.838
C11 -18.012 -10.472 3.634
Br1 -19.204 -9.033 3.150
N4 -18.181 -11.304 4.648
C12 -17.350 -12.397 4.741
H16 -14.956 -14.085 3.042
H17 -15.725 -14.568 4.529
H18 -14.322 -13.478 4.698
H19 -14.935 -11.594 2.534
H20 -16.566 -9.752 2.124
H21 -17.537 -13.040 5.576
F1 -13.133 -1.755 9.251
C13 -14.294 -2.445 9.127
C14 -14.334 -3.673 9.739
C15 -15.268 -4.604 9.296
C16 -16.160 -4.280 8.294
C17 -16.174 -2.975 7.782
C18 -15.284 -2.019 8.214
Sb1 -17.412 -5.852 7.447
C19 -19.179 -4.591 7.302
C20 -19.616 -3.675 8.226
C21 -20.890 -3.163 8.206
C22 -21.670 -3.406 7.076
F2 -22.839 -2.735 6.933
C23 -21.251 -4.315 6.098
C24 -19.989 -4.881 6.208
C25 -17.855 -6.905 9.315
C26 -17.562 -8.276 9.181
C27 -17.664 -9.153 10.303
C28 -18.055 -8.630 11.548
F3 -17.935 -9.406 12.664
C29 -18.475 -7.299 11.610
C30 -18.398 -6.457 10.485
H22 -13.668 -3.887 10.617
H23 -15.350 -5.563 9.725
H24 -16.936 -2.775 7.022
H25 -15.456 -0.996 7.925
H26 -18.921 -3.270 9.015
H27 -21.187 -2.552 9.050
H28 -21.892 -4.637 5.323
H29 -19.681 -5.564 5.406
H30 -17.223 -8.720 8.205
H31 -17.369 -10.213 10.192
H32 -18.780 -6.892 12.566
H33 -18.861 -5.495 10.578

Computed properties:
spin multiplicity	1
DFT total energy	-127024.251	eV
strongest force on any atom	2.745	eV/Å
net charge	+1
HOMO energy	-0.385	Eh
orbital gap	8.14	eV